Entry from the OMol25 dataset: a molecular structure, C23H38BCrN6O4 at a distorted geometry (ωB97M-V with the def2-TZVPD basis set).

```
73
Properties=species:S:1:pos:R:3:forces:R:3
Cr 0.869833 -0.319372 0.410401 0.584 0.893 0.141
C -1.852687 1.498274 1.281002 0.286 -0.062 -0.012
C -0.636205 2.278948 1.735188 -0.279 0.069 -0.191
O 0.517425 1.427906 1.760587 0.012 -0.148 0.109
C 1.583333 2.012392 2.508309 0.249 -0.018 -0.054
C 2.592318 0.917216 2.779684 -0.196 0.170 0.133
O 2.839340 0.171922 1.584852 -0.045 -0.073 -0.133
C 3.813162 0.843794 0.771056 0.040 0.045 -0.202
C 3.766676 0.207279 -0.586608 0.056 0.019 0.283
O 2.407011 0.274891 -1.032222 0.125 -0.040 0.129
C 2.213603 0.836223 -2.326489 -0.345 0.104 -0.209
C 0.720119 1.070592 -2.487811 0.272 -0.191 -0.034
O -0.759595 0.712821 -0.720929 0.320 0.128 -0.286
H -2.738759 2.082970 1.523056 -0.034 0.013 -0.024
H -1.908160 0.577831 1.861048 -0.012 -0.020 0.020
H -0.828949 2.632382 2.751350 0.051 -0.020 0.010
H -0.450297 3.146370 1.097844 0.077 0.009 -0.023
H 1.208944 2.397577 3.459478 -0.027 0.014 -0.002
H 2.009373 2.850233 1.947485 -0.036 -0.016 -0.022
H 2.194822 0.223648 3.510418 0.059 0.014 -0.005
H 3.521134 1.338632 3.167655 0.023 -0.027 -0.003
H 4.803404 0.745811 1.220499 -0.011 -0.018 0.024
H 3.556397 1.903331 0.685381 0.012 -0.004 0.053
H 4.070322 -0.834096 -0.512123 0.030 0.005 -0.109
H 4.433705 0.726457 -1.274005 -0.036 0.013 -0.050
H 2.561047 0.142630 -3.097262 0.056 0.019 0.005
H 2.771863 1.771403 -2.418001 0.019 -0.009 0.118
H 0.214078 0.110844 -2.603023 -0.063 0.056 -0.009
H 0.524698 1.665687 -3.380078 0.005 -0.043 -0.016
C 0.746148 -1.766579 3.747566 -0.046 0.015 -0.034
C -0.442748 -1.730834 2.857170 -0.178 -0.049 -0.148
C -1.760682 -2.118414 3.184914 0.021 0.079 0.028
C -2.484575 -2.046077 2.028688 0.098 0.076 0.151
C -3.919134 -2.354076 1.790175 -0.020 -0.055 -0.117
N -1.619512 -1.640085 1.036110 -0.069 -0.021 0.118
N -0.368831 -1.400658 1.575957 -0.398 -0.429 0.609
B -1.812304 -1.898871 -0.361677 0.089 0.008 0.067
N -0.679822 -2.117417 -1.215842 -0.110 -0.014 -0.237
N 0.635441 -1.932570 -0.822845 -0.035 -0.554 -0.430
C 1.375024 -2.657765 -1.645926 -0.127 -0.107 -0.072
C 2.844561 -2.844802 -1.511034 -0.074 0.067 0.011
C 0.562406 -3.281617 -2.617800 -0.012 0.137 -0.049
C -0.721923 -2.917208 -2.339194 0.206 -0.099 -0.041
C -1.975084 -3.344680 -3.015785 -0.103 0.016 0.074
N -1.959450 1.176290 -0.149799 -0.422 0.027 0.116
N 0.181102 1.729028 -1.285673 0.034 0.197 0.310
C -0.412108 2.986842 -1.546310 -0.290 0.071 -0.065
C 0.553615 4.052881 -1.948126 -0.031 -0.107 -0.122
C -1.785569 3.141864 -1.512762 0.079 -0.101 0.116
C -2.595606 2.196322 -0.930241 0.202 0.045 -0.064
C -4.079187 2.161801 -0.967947 -0.006 -0.059 0.039
H 0.779674 -2.732058 4.251885 0.014 -0.009 -0.008
H 1.657977 -1.653016 3.164334 0.010 -0.050 0.077
H 0.688631 -1.005969 4.527170 0.015 0.022 -0.016
H -2.118837 -2.418597 4.155557 -0.006 -0.028 -0.023
H -4.466038 -2.280219 2.726670 0.000 0.004 0.006
H -4.357626 -1.668565 1.066254 -0.025 0.001 0.040
H -4.042911 -3.370585 1.412092 -0.002 0.018 -0.009
H -2.893405 -2.096160 -0.771760 -0.067 -0.040 -0.028
H 3.166420 -2.689139 -0.482909 0.030 0.001 -0.025
H 3.094148 -3.864142 -1.799362 0.029 -0.012 0.027
H 3.392130 -2.180361 -2.180872 0.021 0.008 0.031
H 0.893577 -3.924797 -3.415812 -0.008 -0.019 0.024
H -1.736187 -3.722190 -4.006583 0.009 0.001 -0.006
H -2.452492 -4.152178 -2.457517 -0.029 0.022 -0.021
H -2.690445 -2.529871 -3.113735 0.019 0.004 -0.015
H 1.478322 3.980841 -1.372587 -0.014 0.029 0.034
H 0.819237 3.988264 -3.008840 0.036 0.017 0.015
H 0.112264 5.033512 -1.781132 0.031 0.005 -0.031
H -2.216370 4.046116 -1.927057 -0.019 -0.037 -0.008
H -4.472380 3.081413 -1.396666 -0.010 0.005 0.031
H -4.424838 1.325464 -1.582649 -0.007 -0.002 0.018
H -4.510534 2.024269 0.027176 -0.027 0.034 -0.013
```
Forces are in eV/Å.

Summary:
2S+1   4
E   -2597.4259 Eh
Net charge   +2

Results of the Löwdin charge analysis, in e, for atoms 1 through 2: number 1, Cr, carries 0.833; number 2, C, carries -0.079


Entry from the OMol25 dataset: a molecular structure, C23H38Cl2N7O6P2V (ωB97M-V with the def2-TZVPD basis set).

```
79
Properties=species:S:1:pos:R:3:forces:R:3
V 0.285927 0.520798 0.861580 0.088 -0.013 0.470
C 1.343169 -4.438386 0.034081 -0.040 0.036 0.054
N 1.361395 -3.443016 -1.041301 0.013 0.039 0.031
C 1.600197 -4.002445 -2.376871 0.074 0.010 0.013
P 1.329296 -1.850019 -0.801471 -0.226 0.195 -0.625
O 0.322615 -1.356308 0.232532 -0.006 -0.136 0.300
O 0.478355 -1.348527 -2.178688 0.009 -0.048 -0.106
P -0.697753 -0.292763 -2.079259 -0.175 0.076 -0.150
O -0.361318 0.761918 -1.025521 0.317 0.066 0.143
N -2.041767 -1.153303 -1.780090 0.006 0.073 0.061
C -3.229179 -0.421388 -1.345591 0.009 0.007 -0.080
C -2.092672 -2.596624 -1.576833 0.045 0.006 0.049
N -0.903814 0.490538 -3.485798 0.068 -0.106 0.048
C -1.420783 -0.231284 -4.652982 -0.002 -0.013 0.023
C -0.112194 1.673391 -3.826818 -0.018 0.016 0.046
N 2.732787 -1.038699 -1.108070 -0.254 -0.153 -0.228
C 2.727081 0.374940 -1.454086 0.119 0.050 0.075
C 3.843514 -1.809453 -1.680302 0.123 -0.052 0.196
H 2.351297 -4.770534 0.281885 -0.011 -0.009 0.008
H 0.756680 -5.289876 -0.309851 -0.013 0.006 -0.008
H 0.880377 -4.025903 0.924902 0.019 -0.011 0.016
H 2.569026 -4.503850 -2.412020 -0.010 -0.006 -0.003
H 1.577185 -3.226695 -3.136866 0.005 -0.007 -0.008
H 0.822175 -4.733563 -2.600180 -0.006 0.013 -0.009
H -3.172264 0.617355 -1.671148 -0.012 0.005 0.018
H -3.327759 -0.448471 -0.255338 -0.021 -0.016 -0.004
H -4.118526 -0.871714 -1.786563 -0.003 0.017 -0.008
H -1.234832 -3.075781 -2.039542 -0.005 -0.012 0.008
H -2.999306 -2.987000 -2.039907 0.001 0.000 0.001
H -2.103279 -2.846730 -0.512207 -0.008 -0.014 -0.004
H -2.082101 -1.033192 -4.333858 0.001 -0.007 -0.025
H -0.609301 -0.650409 -5.252431 -0.002 0.005 -0.004
H -1.988880 0.463275 -5.270520 -0.007 -0.005 0.002
H 0.141252 2.220640 -2.922776 0.019 0.016 -0.020
H -0.713507 2.319246 -4.466044 0.006 0.012 0.007
H 0.799088 1.404303 -4.367646 -0.003 0.006 -0.005
H 2.331255 0.983272 -0.632432 -0.049 -0.044 -0.124
H 2.192705 0.601079 -2.380673 -0.014 -0.005 0.032
H 3.762943 0.692015 -1.566819 -0.006 -0.013 -0.033
H 3.899825 -2.785601 -1.203887 0.008 -0.001 -0.008
H 4.774543 -1.285266 -1.469880 -0.004 -0.001 0.018
H 3.750697 -1.935130 -2.762388 -0.003 0.016 0.005
O 1.063970 2.130656 2.002749 -0.010 0.186 0.022
C 0.645354 2.169638 3.374993 -0.007 -0.011 0.049
C 0.021258 0.855817 3.767479 -0.102 0.007 0.138
C -0.193828 0.566696 5.105844 -0.015 0.017 -0.072
C -0.847660 -0.605938 5.442957 -0.008 0.005 -0.016
C -1.247546 -1.475238 4.437274 0.000 0.007 -0.017
C -0.971867 -1.138424 3.128548 -0.010 -0.055 0.014
N -0.372235 0.013607 2.803610 0.253 0.073 -0.256
H 1.354527 3.001944 1.710973 -0.054 0.035 0.000
H -0.093325 2.965910 3.506033 0.022 0.008 -0.002
H 1.507795 2.370576 4.011331 0.004 -0.016 -0.026
H 0.149160 1.252687 5.868642 0.003 0.005 0.003
H -1.030522 -0.847803 6.481223 0.002 0.002 0.004
H -1.743326 -2.407787 4.664301 -0.002 -0.004 -0.012
H -1.214010 -1.792127 2.299955 -0.011 -0.015 0.025
N -3.389130 2.790534 1.394429 -0.030 -0.080 0.068
C -2.560441 1.759556 1.637604 -0.013 0.097 0.017
N -1.393681 1.909401 1.051701 -0.106 -0.440 -0.037
C -1.462510 3.120017 0.367103 -0.044 0.145 -0.031
C -0.513476 3.775535 -0.420276 -0.062 0.018 0.016
C -0.867535 4.997528 -0.951218 0.050 -0.020 -0.010
C -2.132978 5.562660 -0.719780 -0.021 0.025 -0.001
C -3.081763 4.923931 0.048218 -0.023 -0.022 0.018
C -2.717777 3.692392 0.585710 0.167 0.006 -0.051
H -4.319888 2.887163 1.767179 -0.004 0.017 -0.016
H -2.845885 0.921861 2.253988 0.013 -0.007 -0.001
H 0.453124 3.334654 -0.632354 0.002 0.007 -0.001
H -0.160960 5.537623 -1.566635 0.008 -0.002 0.001
H -2.364316 6.523600 -1.157492 -0.012 0.003 0.000
H -4.055450 5.359813 0.224495 -0.002 0.010 -0.002
Cl 3.962064 0.200449 3.763454 0.050 0.030 0.042
C 3.373060 -1.346701 3.172515 -0.108 0.036 -0.098
Cl 2.251303 -2.094740 4.337408 0.028 0.005 0.010
C 2.585775 -1.228018 1.855560 0.090 -0.185 0.234
O 2.512378 -2.251160 1.176357 0.128 0.055 0.166
O 2.061469 -0.087509 1.623811 -0.199 0.065 -0.335
H 4.214730 -2.019611 3.054025 -0.011 -0.006 -0.011
```
Forces are in eV/Å.

Summary:
2S+1   3
Net charge   +2
Relative energy (zero: lowest compared OMol25 entry of this formula, charge and spin)   47.49 kcal/mol

Results of the Löwdin charge analysis, in e, for atoms 1 through 2: number 1, V, carries 1.079; number 2, C, carries -0.059